DFT (ωB97M-V/def2-TZVPD) results for 2 unconnected molecules or ions with the total composition C15H29N4O6.

Geometry as XYZ:
```
54
Properties=species:S:1:pos:R:3:forces:R:3:lowdin_charge:R:1
C -3.930 -1.818 -6.493 -0.18 0.14 0.21 0.00
C -2.833 -0.913 -6.983 -0.09 -0.30 0.72 -0.53
O -2.874 -0.393 -8.057 0.08 0.25 -0.91 0.11
N -1.689 -0.777 -6.146 0.24 -0.08 -0.03 0.02
C -1.781 0.258 -5.100 -0.47 -0.11 -0.15 -0.19
C -2.641 -0.159 -3.902 0.18 -0.20 0.10 -0.21
C -2.053 0.303 -2.574 -0.17 0.07 0.09 -0.21
C -2.918 -0.116 -1.383 0.16 -0.03 -0.26 -0.17
C -2.214 0.085 -0.051 -0.53 0.19 -0.24 -0.26
C -3.132 -0.038 1.177 -0.09 -0.71 -0.23 -0.08
N -3.011 -1.497 1.543 0.43 0.56 -0.11 0.09
C -1.626 -1.645 1.329 -0.19 -0.34 -0.23 -0.34
N -0.901 -2.306 2.178 0.09 -0.30 0.11 0.14
C 0.551 -2.517 2.141 -0.02 -0.12 0.06 -0.11
C 1.137 -2.379 3.546 -0.09 0.15 0.06 -0.06
C 2.598 -1.958 3.590 0.02 -0.03 -0.09 -0.48
O 3.407 -2.490 4.272 0.03 -0.01 0.02 0.19
O 2.886 -0.822 2.847 -0.47 -0.33 -0.12 0.06
N -1.204 -0.994 0.238 0.34 1.09 0.79 0.17
H -4.128 -1.698 -5.429 0.04 0.00 -0.02 0.06
H -4.837 -1.616 -7.055 0.02 -0.08 -0.06 0.09
H -3.618 -2.852 -6.645 0.01 0.01 -0.05 0.09
H -0.940 -0.513 -6.781 -0.01 0.11 0.06 0.12
H -2.198 1.171 -5.542 0.22 0.16 0.17 0.13
H -0.764 0.464 -4.766 0.00 0.00 -0.04 0.12
H -2.702 -1.252 -3.889 0.01 0.04 0.02 0.11
H -3.660 0.223 -4.000 0.01 -0.04 -0.02 0.12
H -1.044 -0.110 -2.463 -0.01 0.02 -0.04 0.12
H -1.971 1.395 -2.564 0.15 -0.04 -0.01 0.13
H -3.210 -1.164 -1.514 -0.08 0.03 0.14 0.13
H -3.827 0.491 -1.373 -0.03 -0.10 -0.02 0.13
H -1.729 1.062 -0.071 0.24 -0.14 0.11 0.16
H -4.180 0.173 0.989 0.05 0.25 0.00 0.13
H -2.743 0.552 2.005 -0.20 0.01 0.08 0.13
H -3.464 -2.009 0.782 -0.23 -0.22 0.35 0.14
H -1.412 -2.729 2.943 -0.09 0.01 -0.05 0.18
H 0.991 -1.781 1.470 -0.04 -0.02 -0.01 0.11
H 0.727 -3.519 1.748 0.12 0.09 -0.12 0.15
H 1.048 -3.310 4.105 -0.03 0.04 0.01 0.13
H 0.576 -1.602 4.076 0.11 0.01 0.04 0.14
H 3.162 -1.071 1.957 0.33 0.08 0.02 0.12
H -0.242 -0.680 0.257 0.09 -0.24 -0.40 0.15
C 6.483 5.253 3.640 0.01 0.06 0.00 -0.03
O 5.296 4.706 4.230 -0.02 -0.02 0.00 0.01
C 5.185 3.387 4.121 0.02 -0.01 0.01 -0.63
O 5.966 2.650 3.576 -0.03 0.02 -0.01 0.12
O 4.051 3.008 4.718 0.00 0.00 0.02 0.00
C 3.829 1.595 4.696 0.00 0.08 0.03 -0.05
H 6.426 6.322 3.812 -0.01 0.00 0.01 0.09
H 7.370 4.840 4.117 0.00 -0.03 -0.01 0.10
H 6.511 5.041 2.573 0.01 -0.03 0.00 0.10
H 4.619 1.075 5.235 0.02 -0.02 -0.04 0.10
H 3.784 1.231 3.674 0.04 0.02 0.05 0.07
H 2.877 1.442 5.198 -0.01 0.03 0.00 0.09
```
Forces are in eV/Å.

largest force on an atom = 0.0270 Eh/bohr
electronic energy = -1259.2015 a.u.
M = 361.4 u
gap between HOMO and LUMO = 8.2160 eV
charge = +1
E_HOMO = -11.5 eV
energy above the lowest of the compared OMol25 structures with the same formula, charge and spin = 2.040 eV